DFT (ωB97M-V with the def2-TZVPD basis set) results for 2 unconnected molecules or ions with the total composition C15H22ClSi in a non-equilibrium geometry.

The LUMO energy is -0.1880 Eh. As for the orbital gap: 0.221 Ha. As for the net charge: +1. The value obtained for the highest occupied orbital energy is -11.123 eV.

Cartesian coordinates (Å):
C1 -3.357878 -1.882706 0.303389
C2 -2.270942 -2.632595 -0.464912
Si1 -0.550804 -2.622804 0.212118
C3 -0.286167 -2.601777 2.070251
C4 0.875808 -3.129575 -0.913833
H1 0.069670 0.443338 -0.258304
H2 -4.355929 -2.117864 -0.048807
H3 -3.320349 -2.123736 1.356739
H4 -3.272649 -0.803515 0.236405
H5 -2.379817 -3.728601 -0.424351
H6 -2.294455 -2.321085 -1.517576
H7 -0.377789 -3.665783 2.342793
H8 0.710058 -2.200190 2.350188
H9 -1.014445 -1.977040 2.625067
H10 0.832955 -4.228969 -0.873769
H11 0.774749 -2.763426 -1.955168
H12 1.858636 -2.745564 -0.567570
Cl1 5.821408 1.822284 1.118104
C5 4.152574 1.798061 0.710808
C6 3.193783 2.081323 1.697631
C7 1.840405 2.067500 1.356474
C8 1.453553 1.835882 0.041352
C9 0.014028 1.507191 -0.259574
C10 -0.531423 1.677416 -1.692598
C11 -2.055779 1.869139 -1.541478
C12 -2.256378 2.110399 -0.059422
C13 -1.110284 1.967694 0.649016
C14 2.411920 1.585345 -0.939471
C15 3.760729 1.584945 -0.619671
H13 3.501952 2.314715 2.700872
H14 1.093083 2.252913 2.113268
H15 -0.095281 2.614729 -2.067225
H16 -0.257486 0.824174 -2.334564
H17 -2.301963 2.754413 -2.139431
H18 -2.671432 1.024564 -1.885029
H19 -3.234649 2.412578 0.319680
H20 -0.981388 2.157923 1.718068
H21 2.095153 1.396246 -1.969078
H22 4.516823 1.442455 -1.390382

Forces on the atoms, in the same order (eV/Å):
C -0.1 -0.1 0.4
C 0.5 0.7 -0.2
Si 0.6 0.3 0.1
C 0.1 0.8 -0.5
C -0.2 1.0 0.3
H -0.2 -1.8 0.9
H 0.0 -0.3 -0.2
H -0.1 -0.1 0.3
H 0.3 0.2 -0.2
H -0.5 -0.1 -0.2
H 0.3 -0.4 0.1
H 0.1 0.3 0.3
H -0.4 -0.6 -0.3
H 0.1 -0.6 -0.4
H 0.3 0.1 -0.2
H -0.3 -0.4 0.5
H -0.6 -0.5 0.1
Cl 0.3 -0.1 0.1
C -1.0 0.4 -0.1
C 0.1 -0.3 -0.8
C 0.7 0.2 -0.3
C -0.4 -0.4 0.1
C -0.3 0.0 -0.3
C 0.3 0.8 0.1
C 0.2 0.2 0.1
C 1.0 0.2 0.5
C -1.0 0.2 -0.8
C 0.1 0.2 -0.1
C 0.3 0.1 0.4
H 0.1 0.0 0.2
H 0.1 0.0 0.1
H -0.1 -0.4 -0.4
H 0.0 0.5 0.1
H -0.6 -0.3 0.2
H 0.2 0.2 -0.1
H 0.4 -0.1 0.1
H -0.2 -0.2 -0.4
H 0.2 0.1 0.3
H -0.2 -0.1 0.2



DFT (ωB97M-V with the def2-TZVPD basis set) results for 2 unconnected molecules or ions with the total composition C15H22FN2O3 in a non-equilibrium geometry.

The LUMO energy is -0.1047 Eh. As for the orbital gap: 0.332 Ha. As for the net charge: +1. The value obtained for the highest occupied orbital energy is -11.875 eV.

Cartesian coordinates (Å):
C1 4.490544 1.707349 1.942899
C2 4.075274 0.285708 1.615078
C3 4.881051 -0.624095 0.953184
C4 4.418491 -1.885247 0.678940
C5 3.145875 -2.289751 1.027684
C6 2.331226 -1.393692 1.696134
C7 0.901276 -1.756386 2.096780
C8 -0.080672 -0.746975 1.445241
C9 -0.851105 0.100501 2.460865
N1 -1.940278 0.924350 1.888062
C10 -1.899136 1.030770 0.416549
C11 -1.660737 -0.318506 -0.318908
N2 -1.144606 -1.401441 0.592095
C12 2.805385 -0.127942 1.982535
H1 5.078390 1.794370 2.860584
H2 5.026445 2.121265 1.079793
H3 3.588828 2.322821 2.049995
H4 5.879601 -0.322860 0.643832
H5 5.056486 -2.607898 0.172405
H6 2.747721 -3.276177 0.797311
H7 0.818907 -1.655674 3.187242
H8 0.694163 -2.803057 1.840548
H9 0.505395 -0.145995 0.741209
H10 -1.332854 -0.619426 3.148033
H11 -0.118811 0.654556 3.058821
H12 -1.745945 1.865375 2.216144
H13 -2.825276 1.452857 0.016055
H14 -1.095456 1.725593 0.132210
H15 -2.501291 -0.660363 -0.928062
H16 -0.848459 -0.142685 -1.033571
H17 -0.697494 -2.118777 0.021195
H18 -1.865382 -1.776134 1.211759
H19 2.120594 0.556836 2.486914
C13 -4.291211 0.158694 -4.158903
C14 -4.189507 1.414117 -4.987065
O1 -3.453705 2.283570 -4.137180
C15 -2.665299 1.498673 -3.364370
O2 -1.737029 1.890561 -2.733183
O3 -3.068714 0.199515 -3.408019
F1 -5.404576 1.951226 -5.221281
H20 -5.140152 0.184468 -3.474337
H21 -4.351143 -0.742924 -4.763371
H22 -3.656814 1.292829 -5.931844

Forces on the atoms, in the same order (eV/Å):
C -0.3 -0.1 -0.7
C -0.3 0.7 0.6
C 0.6 0.5 0.0
C 0.4 -1.2 -0.6
C -0.6 0.0 0.2
C -0.5 -0.5 0.1
C 0.3 0.6 0.1
C 0.2 -0.1 0.3
C -0.2 -0.8 0.1
N 0.6 0.0 -0.2
C 0.5 -0.1 -0.2
C 0.2 0.6 -0.6
N 0.4 0.9 -0.1
C -0.5 0.2 0.2
H 0.0 -0.1 -0.2
H 0.2 0.0 0.4
H 0.2 -0.1 0.1
H -0.1 -0.1 0.1
H 0.0 0.3 0.0
H 0.3 0.1 0.0
H -0.1 -0.2 -0.2
H -0.1 0.2 0.0
H -0.3 0.0 0.1
H 0.3 0.2 0.0
H -0.2 0.1 -0.2
H -0.6 -0.1 0.1
H 0.1 0.0 0.4
H -0.2 -0.2 -0.3
H 0.0 -0.1 0.5
H -0.2 -0.2 0.1
H -0.4 -0.3 0.2
H 0.0 -0.2 -0.3
H 0.4 0.1 0.0
C -0.1 -0.5 -0.1
C -0.5 0.3 0.0
O 0.3 -0.5 -0.1
C 0.2 0.3 0.1
O -0.1 -0.2 0.2
O 0.0 0.3 0.0
F 0.1 0.1 0.0
H 0.0 0.2 -0.1
H 0.2 0.0 0.1
H -0.1 0.1 0.0



DFT (ωB97M-V with the def2-TZVPD basis set) results for a molecular structure, C15H22IO13P2V in a non-equilibrium geometry.

Its multiplicity is 4. The LUMO energy (alpha / beta) is 0.0768 / 0.0768 Eh. As for the orbital gap (alpha / beta): 0.259 / 0.310 Ha. As for the net charge: -1. Its expectation value of S² is 3.754. The value obtained for the highest occupied orbital energy (alpha / beta) is -4.952 / -6.351 eV.

Cartesian coordinates (Å):
V1 0.277931 0.227229 -0.591182
C1 -0.525550 -2.627174 -1.632936
C2 0.713065 -3.520338 -1.760573
O1 1.612470 -2.965051 -2.721779
C3 2.827387 -2.529978 -2.232634
C4 2.926064 -1.038929 -1.822658
O2 2.289365 -0.756772 -0.593576
C5 3.098725 -1.228398 0.428242
C6 2.320459 -1.099706 1.719108
O3 1.462980 -2.240521 1.786208
C7 0.054173 -2.039223 1.937967
C8 -0.763898 -2.490642 0.782423
O4 -0.442131 -1.802209 -0.414332
H1 -1.378716 -3.261766 -1.460563
H2 -0.667491 -2.087824 -2.514408
H3 0.385153 -4.453717 -2.152240
H4 1.177749 -3.660361 -0.826344
H5 3.587018 -2.594699 -3.026205
H6 3.227482 -3.167453 -1.391716
H7 2.438701 -0.466306 -2.607146
H8 3.985012 -0.709726 -1.727141
H9 4.040402 -0.589872 0.540595
H10 3.390992 -2.298965 0.306172
H11 1.727420 -0.180095 1.630582
H12 3.084760 -1.237525 2.535126
H13 -0.141337 -0.987498 2.089062
H14 -0.223971 -2.656513 2.766966
H15 -1.834468 -2.441391 0.903090
H16 -0.502741 -3.554470 0.540113
O5 0.641982 2.639394 -1.057610
P1 -0.755957 2.669077 -1.847192
O6 -1.316202 4.034785 -1.887856
O7 -1.379303 1.486074 -1.094916
O8 -0.394242 2.056831 -3.284439
P2 -0.528364 0.451687 -3.545930
O9 -1.912240 -0.150437 -2.985753
O10 -0.401358 0.226301 -5.018247
O11 0.537935 -0.018003 -2.601545
H17 0.728617 3.332447 -0.405903
H18 -2.239588 0.476577 -2.365320
I1 -5.675291 4.106638 4.123618
C9 -3.790580 3.531942 3.315390
C10 -2.618782 4.211259 3.623767
C11 -1.388542 3.789478 3.128989
C12 -1.400251 2.689920 2.179922
C13 -2.595573 2.099691 1.765276
C14 -3.747145 2.519347 2.326240
C15 -0.128012 2.052940 1.662191
O12 0.896367 2.743352 1.491907
O13 -0.230123 0.796224 1.471070
H19 -2.690386 5.068753 4.265145
H20 -0.444700 4.211019 3.160881
H21 -2.636641 1.466982 0.903269
H22 -4.678643 1.967599 2.186820

Forces on the atoms, in the same order (eV/Å):
V -0.1 1.0 0.3
C 0.7 -1.5 2.7
C -0.7 1.7 -1.6
O -0.3 -0.4 0.3
C 2.1 0.7 0.8
C 0.3 -0.5 -1.2
O -0.2 0.0 -0.5
C 1.2 0.4 2.0
C 0.6 -1.3 -0.3
O -0.5 -0.4 -0.3
C 0.7 0.7 0.1
C 0.9 -2.1 -1.8
O 0.2 1.0 -1.5
H -0.6 -0.3 -0.1
H -0.2 1.3 -0.9
H -0.2 -1.0 -0.4
H 0.7 -0.2 1.3
H -0.3 -0.3 -0.1
H -0.6 0.3 -0.8
H 0.1 0.1 0.2
H -0.4 -0.4 -0.2
H -0.9 -0.7 -0.4
H -0.2 0.8 0.0
H 0.4 0.1 0.9
H -1.0 0.8 -0.3
H -0.2 0.1 0.6
H -0.5 -0.1 0.8
H -0.4 0.2 0.6
H -0.3 0.5 0.6
O 1.3 -0.5 -1.3
P -0.3 0.5 0.6
O 0.0 -0.9 -0.1
O -1.2 0.0 0.0
O -1.3 0.8 0.0
P 0.6 -0.1 -3.1
O 0.3 -0.4 -1.8
O -0.2 0.0 1.7
O 0.7 -1.1 0.8
H 0.2 0.3 0.7
H -0.7 0.9 1.7
I 0.7 -0.2 -0.2
C 0.5 -0.6 -1.1
C 0.1 0.3 0.5
C -2.1 -3.2 -3.0
C -0.1 0.8 1.1
C 1.2 0.8 -0.2
C -2.6 0.5 2.2
C 0.6 1.1 0.4
O -0.7 -0.4 0.5
O 0.4 -0.1 -0.9
H 0.1 0.3 0.3
H 1.6 1.3 0.9
H 0.3 -0.7 0.0
H 0.2 0.3 -0.5



DFT (ωB97M-V with the def2-TZVPD basis set) results for C15H22N2O in the gas phase in a non-equilibrium geometry.

The LUMO energy is 0.0203 Eh. As for the orbital gap: 0.311 Ha. The relative energy (zero: lowest compared OMol25 entry of this formula, charge and spin) comes out at 316.06 kcal per mole. The value obtained for the highest occupied orbital energy is -7.908 eV.

Cartesian coordinates (Å):
C1 -5.327660 -1.031162 0.132399
C2 -4.071476 -0.079775 0.111573
C3 -4.309364 1.332222 0.475911
C4 -3.383359 2.126308 0.556486
C5 -2.119630 1.599793 0.137932
C6 -1.936891 0.382433 -0.050306
N1 -0.680879 0.133282 -0.462251
C7 0.539878 0.627885 -0.784924
O1 0.489582 2.104325 -0.772151
N2 1.680349 0.103604 -1.011087
C8 1.921942 -1.255118 -0.324378
C9 2.731678 -1.334674 0.955441
C10 4.341311 -0.776774 0.652763
C11 4.484478 0.669025 0.904706
C12 3.477900 1.639055 0.155275
C13 2.935112 0.968957 -1.180978
C14 -3.014872 -0.592288 -0.035301
C15 -2.645266 -1.851651 -0.770846
H1 -6.292728 -0.521896 0.644055
H2 -5.223917 -1.851734 0.703972
H3 -5.650956 -1.255492 -0.876480
H4 -5.450566 1.550673 0.570653
H5 -3.599682 3.378501 0.920311
H6 -1.369212 2.418107 0.351852
H7 -0.509445 -1.086472 -0.487597
H8 2.628510 -1.862830 -1.182716
H9 1.111415 -1.771781 -0.324973
H10 2.290188 -0.533104 1.561704
H11 2.689983 -2.335430 1.111406
H12 4.742560 -1.402593 1.614482
H13 4.635215 -1.319374 -0.162754
H14 4.530605 0.919187 1.744355
H15 5.378934 0.892137 0.499772
H16 2.605758 1.809789 0.959238
H17 3.966241 2.640589 -0.390178
H18 2.511889 1.583964 -1.799472
H19 3.607538 0.512641 -1.768651
H20 -2.097430 -1.843678 -1.667798
H21 -3.497286 -2.472904 -0.846613
H22 -2.120461 -2.213750 0.135151

Forces on the atoms, in the same order (eV/Å):
C -2.4 5.2 -0.8
C -15.3 4.5 3.6
C -10.1 -6.7 -0.6
C 5.2 8.6 1.0
C -1.1 10.9 4.4
C 1.0 -3.3 -1.1
N 5.7 -10.9 -1.6
C -4.6 12.7 1.5
O 0.7 -6.6 -0.6
N 3.9 -4.9 1.8
C 7.5 2.2 -4.9
C 1.6 5.7 -3.2
C -4.1 -3.6 6.7
C -2.5 -2.0 -13.3
C -0.9 0.1 -1.1
C -2.8 -1.3 5.8
C 13.6 -3.0 -5.4
C -0.7 -0.7 4.2
H 2.3 -0.7 -1.2
H 0.9 -3.1 1.7
H 0.0 -0.3 -0.2
H 2.2 -0.1 0.2
H 1.0 -4.1 -1.4
H -0.1 -1.8 -1.3
H -0.9 4.6 0.1
H -1.9 1.4 2.1
H -5.3 -3.1 0.3
H 0.1 -1.1 1.1
H 0.1 -2.8 1.8
H 0.0 1.7 -2.3
H 1.1 -0.5 -2.5
H 0.4 3.2 13.1
H 3.5 1.0 -1.3
H 1.7 0.4 -2.5
H -1.1 -2.3 2.4
H -1.9 4.8 -3.1
H 2.7 -2.5 -1.4
H 0.8 0.6 -0.9
H -0.8 -0.7 -0.4
H 0.8 -1.4 -1.1



| no. | E_tot (eV) |
| --- | --- |
| 1 | -36304.226 |
| 2 | -27745.761 |
| 3 | -94904.889 |
| 4 | -20927.219 |